Computed, not measured: a structure of composition C27H33InN3O2S2 at a distorted geometry, with the ωB97M-V functional and the def2-TZVPD basis.

Geometry as XYZ:
```
68
Properties=species:S:1:pos:R:3:forces:R:3:mulliken_charge:R:1
C -6.89663 25.27760 -3.07165 -0.19 0.22 0.82 -1.312
C -4.57465 24.61847 -6.26701 -0.18 0.22 0.06 -1.149
C -1.16182 24.80800 -0.58043 -0.37 1.01 -0.10 -0.648
H -2.58921 26.28427 -1.28372 0.32 -0.85 0.05 0.365
H -8.24627 23.01948 -2.28909 -0.20 0.35 -0.14 0.394
C -1.66345 22.47143 -1.07729 -0.09 0.63 0.91 0.982
O -6.05193 12.29074 3.17475 0.41 -0.12 0.23 -0.509
H -6.99358 21.94459 -2.84363 -0.08 -0.40 0.13 0.383
H -0.50742 25.57737 -0.18042 0.09 -0.22 0.07 0.368
H 0.99063 23.83330 0.54641 1.43 1.36 0.93 0.538
C -7.17653 22.92581 -2.43347 0.26 -0.33 -1.21 -1.319
H -4.74568 13.16807 0.38438 -0.24 0.18 0.86 0.292
H -7.05257 16.80107 -2.27603 -0.35 -0.59 -0.24 0.536
H -5.78809 16.33256 2.50935 -0.09 0.22 0.18 0.494
H -4.75893 24.07813 -7.21440 0.30 0.57 0.20 0.362
C 0.40744 23.08724 0.14519 -2.10 -2.41 -1.25 -1.189
H 0.29965 19.69859 -0.45055 -0.60 1.00 0.12 0.350
H -3.93622 17.77698 -5.36863 -0.34 0.27 0.64 0.406
H -6.24187 25.91242 -3.63081 0.40 0.30 -0.25 0.470
C -2.31169 25.21339 -1.20545 0.07 0.55 0.42 -1.125
H -6.69240 23.03739 -1.49758 0.44 -0.04 1.22 0.417
H -3.71391 24.19575 -5.76755 0.28 -0.08 0.00 0.338
C -0.08447 20.74667 -0.42352 -0.32 0.10 -0.30 -0.782
N -5.72606 24.45469 -5.39413 -0.11 -0.48 -0.20 0.108
C -6.14848 17.63541 -0.59430 0.21 0.64 0.21 0.339
H -4.07967 24.48982 -2.22789 -0.14 0.47 0.18 0.244
C -5.74226 23.57648 -4.36502 0.35 -0.78 0.59 0.786
H -5.20225 18.46607 1.18260 -0.48 -0.77 -0.15 0.437
C -0.81282 23.44928 -0.46512 -0.14 0.11 -0.65 0.890
C -1.28763 21.12869 -0.99889 1.15 -1.44 -0.32 0.085
O -3.14622 20.01533 -3.71141 -0.06 0.41 0.37 -0.640
H -0.74745 18.43941 -3.44708 -0.20 -0.09 -0.37 0.322
H -1.52802 18.34319 -5.09721 -0.10 0.39 0.01 0.328
C -4.29605 17.78925 -4.31856 0.83 -1.43 -0.34 -0.973
H -3.95291 13.89249 1.79462 0.11 0.29 0.06 0.290
H -4.01784 12.14336 1.61554 -0.39 0.33 0.31 0.332
H 1.64801 21.46020 0.62007 0.21 -0.15 0.04 0.375
S -3.07314 18.54803 -3.25473 -0.28 0.56 -0.83 0.727
H -5.23780 18.28266 -4.17431 -0.27 0.48 0.03 0.280
C -1.56953 18.03961 -4.05680 0.17 -0.89 0.40 -1.121
C -2.89207 22.88960 -1.66036 0.34 -0.29 0.27 -0.253
H -6.69177 25.46282 -2.00616 -0.13 -0.13 -0.20 0.379
C -6.75920 15.40832 0.85738 0.03 -0.05 -0.06 -0.116
H -1.54865 16.94213 -4.03620 0.13 0.16 0.17 0.424
H -4.41850 16.74809 -3.97930 0.06 0.24 -0.13 0.400
H -7.08591 26.02078 -5.66517 -0.30 0.48 0.10 0.359
C 0.72194 21.75225 0.15234 0.76 0.02 0.44 -0.368
C -5.85649 18.84846 -1.30559 0.44 0.71 0.12 2.179
H -4.50743 22.21091 -5.12568 -0.10 0.17 0.07 0.200
H -1.86706 20.36828 -1.53683 0.01 0.31 0.39 -0.235
C -7.12927 15.48163 -0.48252 -0.20 -0.48 -0.53 -0.554
N -4.93994 22.50466 -4.25619 -1.09 0.93 -0.26 -0.534
H -4.37885 25.71157 -6.38742 -0.22 -0.90 -0.32 0.348
H -7.66230 14.65291 -0.94541 0.10 0.08 0.22 0.434
S -7.27738 13.98440 1.80880 -0.20 0.72 -0.13 -0.107
In -4.27477 21.49248 -2.46657 0.26 -0.37 0.01 1.050
C -5.75282 17.59786 0.77264 -0.12 0.37 -1.14 -0.515
H -7.91897 25.59475 -3.28132 -0.11 -0.23 0.01 0.324
C -6.99623 24.97416 -5.89614 0.25 -0.23 -0.86 -1.079
C -6.08845 16.47575 1.48211 0.14 -0.89 0.13 -0.408
C -4.59357 13.07466 1.48587 1.43 -0.31 -1.57 -0.985
N -6.62905 23.88508 -3.37344 -0.03 0.25 -0.48 0.300
C -3.17506 24.22486 -1.69214 -0.71 -0.24 -0.96 0.197
H -7.82120 24.39866 -5.48759 -0.05 0.15 0.08 0.344
C -5.51429 19.94334 -1.71871 0.06 -0.21 -0.17 -2.587
C -6.81583 16.59486 -1.24757 0.60 0.90 1.37 -0.704
C -5.82612 13.05249 2.27555 -1.24 -0.68 0.20 0.676
H -7.03359 24.87822 -7.00058 0.16 -0.06 0.57 0.360
```
Positions in Å, forces in eV/Å.

Summary:
Orbital gap (eV): 8.403
Energy (Ha): -2349.6183
Max |F| (eV/Å): 3.4
Total charge: +1